C18H18F3N3O3 in the gas phase, computed with ωB97M-V with the def2-TZVPD basis set.

Orbital gap (Ha): 0.364
Spin multiplicity: 1
SMILES: O=C(NCc1ccon1)[C@@H]1CCC(=O)N(Cc2cccc(C(F)(F)F)c2)C1

CARTESIAN COORDINATES (ANGSTROEM)
O  2.235  2.508  2.023
C  2.290  1.802  1.042
N  2.017  2.251  -0.211
H  1.963  1.568  -0.951
C  1.163  3.400  -0.403
C  -0.240  2.962  -0.682
N  -0.518  1.709  -0.951
O  -1.853  1.620  -1.147
C  -2.396  2.829  -0.998
C  -1.427  3.738  -0.701
H  -1.527  4.785  -0.518
H  -3.458  2.902  -1.120
H  1.195  3.992  0.516
H  1.533  4.014  -1.231
C  2.621  0.313  1.116
C  1.257  -0.395  0.995
N  1.395  -1.801  0.698
C  2.157  -2.203  -0.348
O  2.210  -3.355  -0.728
C  2.935  -1.072  -0.992
C  3.612  -0.188  0.054
H  4.108  0.653  -0.434
H  4.388  -0.779  0.544
H  2.223  -0.497  -1.593
H  3.674  -1.504  -1.668
C  0.363  -2.689  1.208
C  -0.925  -2.386  0.484
C  -1.161  -2.946  -0.767
C  -2.273  -2.582  -1.505
C  -3.159  -1.638  -1.015
C  -2.923  -1.075  0.230
C  -1.820  -1.451  0.984
H  -1.662  -1.003  1.954
C  -3.863  -0.051  0.792
F  -3.225  0.928  1.460
F  -4.604  0.564  -0.145
F  -4.739  -0.582  1.668
H  -4.018  -1.335  -1.592
H  -2.447  -3.026  -2.473
H  -0.456  -3.662  -1.162
H  0.261  -2.540  2.286
H  0.691  -3.710  1.003
H  0.728  -0.295  1.945
H  0.647  0.098  0.223
H  3.028  0.128  2.113